Here is a 2-piece molecular cluster, C9H14 overall at a distorted geometry from OMol25. Energies are from ωB97M-V/def2-TZVPD.

Computed properties:
Electronic energy: -351.25146 Eh
Highest occupied orbital energy: -8.94 eV
SMILES: Cc1ccccc1.CC
Gap between HOMO and LUMO: 0.36693 Eh

Last columns: bonded neighbours and bond lengths (Å).
Geometry (Å):
1 C -0.59 -0.95 -2.88  C2 1.517, H3 1.093, H4 1.067, H5 1.177
2 C -0.10 0.37 -2.31  C1 1.517, H6 1.104, H7 1.117, H8 1.055
3 H -0.56 -1.61 -2.01  C1 1.093
4 H -1.39 -0.96 -3.59  C1 1.067
5 H 0.21 -1.60 -3.46  C1 1.177
6 H 0.82 0.81 -2.73  C2 1.104
7 H -0.74 1.21 -2.66  C2 1.117
8 H 0.03 0.39 -1.26  C2 1.055
9 C -0.12 -1.97 0.77  C11 1.521, H18 1.064, H19 1.059, H23 1.136
10 C -0.94 0.40 1.07  C11 1.412, C12 1.393, H16 1.117
11 C 0.11 -0.53 1.20  C9 1.521, C10 1.412, C14 1.417
12 C -0.80 1.75 1.41  C10 1.393, C13 1.438, H17 1.087
13 C 0.47 2.11 1.99  C12 1.438, C15 1.354, H20 1.128
14 C 1.30 -0.13 1.86  C11 1.417, C15 1.423, H21 1.083
15 C 1.46 1.23 2.24  C13 1.354, C14 1.423, H22 0.992
16 H -1.94 0.16 0.64  C10 1.117
17 H -1.71 2.31 1.24  C12 1.087
18 H -0.87 -2.43 1.37  C9 1.064
19 H 0.63 -2.71 0.76  C9 1.059
20 H 0.53 3.24 1.91  C13 1.128
21 H 2.21 -0.69 2.03  C14 1.083
22 H 2.31 1.44 2.72  C15 0.992
23 H -0.33 -1.84 -0.34  C9 1.136

Results of the Mulliken charge analysis, in e, for atoms 1 through 5: atom 1 (C): -0.78, atom 2 (C): -0.44, atom 3 (H): 0.12, atom 4 (H): 0.32, atom 5 (H): 0.22

Here is a 2-piece molecular cluster, C3H10N4 overall at a distorted geometry from OMol25. Energies are from ωB97M-V/def2-TZVPD.

Computed properties:
Electronic energy: -338.52684 Eh
Highest occupied orbital energy (spin up / spin down): -14.14 / -18.85 eV
Gap between HOMO and LUMO (spin up / spin down): 0.27312 / 0.22768 Eh
Multiplicity: 3
Charge: +2

Last columns: bonded neighbours and bond lengths (Å).
Geometry (Å):
1 C 0.69 0.35 -0.83  C2 1.513, C3 1.431, N6 1.509, H8 1.087
2 C 1.12 -0.65 0.23  C1 1.513, N4 1.289, N6 1.260
3 C 0.32 -0.13 -2.12  C1 1.431, N5 1.287, H9 1.089
4 N 2.12 -1.39 0.56  C2 1.289, H10 1.011, H11 1.014
5 N 0.58 0.49 -3.22  C3 1.287, H12 1.018, H13 1.018
6 N -0.03 -0.17 0.39  C1 1.509, C2 1.260
7 N -1.90 0.42 2.27  H14 1.027, H15 1.026, H16 1.027, H17 1.072
8 H 1.10 1.35 -0.76  C1 1.087
9 H -0.20 -1.09 -2.19  C3 1.089
10 H 2.98 -1.40 0.03  N4 1.011
11 H 2.10 -1.95 1.41  N4 1.014
12 H 0.32 0.11 -4.13  N5 1.018
13 H 1.05 1.39 -3.23  N5 1.018
14 H -2.33 1.33 2.11  N7 1.027
15 H -2.64 -0.29 2.32  N7 1.026
16 H -1.41 0.44 3.18  N7 1.027
17 H -1.21 0.18 1.49  N7 1.072

Results of the Mulliken charge analysis, in e, for atoms 1 through 5: atom 1 (C): 0.04, atom 2 (C): 0.29, atom 3 (C): -0.30, atom 4 (N): -0.33, atom 5 (N): -0.26

Which formula does entry 1 have?
C9H14

The highest electronic energy belongs to which entry?
C3H10N4